# C28H55CrNO6SSbSi

A molecular structure, C28H55CrNO6SSbSi (the ωB97M-V functional and the def2-TZVPD basis, OMol25).

Structure (XYZ):
```
94
Properties=species:S:1:pos:R:3:forces:R:3
H 3.412065 3.972087 -0.568686 0.02 -0.01 -0.01
O -2.242677 -1.316854 0.785417 -0.14 -0.09 0.10
N -1.257608 2.437376 -0.583647 -0.04 0.04 0.05
H -2.426911 2.656804 -2.297425 -0.01 0.01 0.01
C 3.035410 1.362362 -3.314121 0.01 0.00 -0.01
C 1.835663 -0.831460 -3.559388 -0.01 0.01 -0.04
H 3.038732 1.553563 -4.388326 0.00 -0.01 -0.01
C -2.467123 2.980195 -1.254112 0.03 -0.01 -0.01
Sb -4.536207 -3.102979 -0.480375 -0.10 0.01 -0.01
C 4.998304 1.945593 0.428993 0.04 0.01 0.00
H 4.852851 -1.724146 2.703406 0.00 0.01 0.01
C -4.732361 0.638701 0.579373 -0.02 0.04 -0.02
H 5.148030 0.875727 0.571969 -0.01 -0.02 0.02
H -3.018301 -4.948515 -1.744212 0.01 -0.01 0.00
C -3.707644 2.442766 -0.611667 -0.05 0.06 0.03
H 2.266382 -2.925786 -0.507687 -0.02 0.01 0.00
H 2.453648 -3.650357 2.513022 0.00 -0.01 0.00
H 1.893107 -1.905253 -3.376822 0.00 0.00 0.03
H -2.423384 4.076187 -1.252691 -0.02 -0.01 -0.01
C -1.857126 -0.410696 2.972162 0.00 -0.12 0.07
H 3.898847 1.856845 -2.867493 0.02 -0.01 0.00
H 0.798838 2.328280 -1.023574 0.05 -0.01 0.03
C 3.588132 2.349790 0.840294 0.03 -0.01 -0.04
C -3.051359 -4.626730 -0.703322 0.09 0.02 0.04
H 3.420186 -4.082403 0.167188 0.00 -0.01 0.01
C -5.955930 1.296535 0.525547 -0.01 -0.01 0.00
H -6.244409 -5.070919 -1.284458 -0.01 -0.02 0.02
Cr -1.695677 0.421109 0.215483 0.02 0.57 -0.21
H -0.281913 1.952147 -2.383123 0.04 -0.01 0.01
H 3.525670 1.038037 2.556184 0.00 0.00 -0.01
H -4.679987 -0.338532 1.049899 0.00 0.00 -0.01
H 5.171139 2.184449 -0.621366 -0.01 -0.01 -0.02
H 2.135421 1.803294 -2.889542 -0.07 0.03 0.04
H 2.337336 4.112537 0.831706 -0.02 -0.01 0.00
H -2.906261 1.101727 2.176700 0.04 0.02 0.01
H 5.734921 2.480334 1.030960 0.01 0.02 -0.01
H 2.320978 2.335736 2.584620 -0.01 0.01 0.00
H -0.078775 3.640880 -1.846029 0.01 -0.02 -0.02
H -2.841922 -1.267429 4.649221 0.02 0.00 0.02
O -2.321805 -2.714590 2.526661 -0.02 0.02 0.08
O 3.213196 -0.795210 0.933511 0.01 0.01 -0.01
H -1.834065 3.281015 1.265781 0.00 0.01 0.00
H -2.986178 -1.264530 -1.783807 0.00 -0.03 0.02
C -0.128443 2.595166 -1.517752 0.02 -0.03 -0.02
H -2.588014 0.488880 4.789430 0.01 0.01 0.00
H 4.971964 -3.375158 2.071671 0.00 -0.01 0.01
H -0.236085 0.280463 4.209308 -0.01 0.02 -0.01
C -4.925373 3.111432 -0.663218 0.06 0.01 -0.03
C -6.051269 2.534863 -0.095249 -0.02 -0.01 0.02
C 3.259821 -3.029053 -0.067978 0.02 -0.02 -0.01
O 3.220696 -0.353191 -1.631392 -0.06 -0.17 0.00
H -3.287221 -5.477379 -0.065984 -0.01 -0.01 0.01
H 1.745654 -0.666951 -4.634698 -0.01 -0.02 -0.02
H 0.939240 -0.453740 -3.068174 0.01 0.02 0.00
S 0.407894 -0.482470 -0.254222 0.06 -0.34 -0.30
H -6.834632 0.840774 0.964375 -0.01 0.00 0.00
H 3.999680 -2.715483 -0.803701 0.01 0.00 0.01
O -1.976350 0.816162 2.154670 0.06 0.07 0.24
H -4.995900 4.080060 -1.145544 0.00 0.01 0.00
H 4.019257 2.700566 2.930159 0.01 0.01 0.00
H 1.317400 -2.515769 1.766628 -0.02 0.01 -0.01
O 2.624294 1.614836 0.076536 -0.23 0.07 0.04
H -2.081347 -4.230659 -0.406703 0.00 0.02 0.01
C -2.851108 -0.322385 4.110209 -0.02 -0.02 -0.02
C -3.587412 1.200715 0.007006 0.01 -0.36 0.01
C 3.336344 3.814671 0.508000 0.02 0.01 0.02
C -0.420075 -0.480063 3.449204 0.00 0.02 0.01
H 0.269491 -0.334432 2.617532 0.01 -0.03 -0.03
H -3.866890 -0.167421 3.737645 -0.02 -0.01 -0.02
C 4.332706 -0.744111 -3.660093 -0.01 -0.01 -0.04
C 3.377293 -2.199888 1.204526 -0.01 0.05 -0.02
H -0.236530 -1.465390 3.875051 -0.02 0.00 0.03
H -0.130916 2.778239 1.160010 0.02 0.01 0.00
H -4.602792 -1.282336 -2.506397 -0.01 0.01 0.00
H 4.065456 4.455250 1.006188 0.00 0.00 0.01
H -6.857949 -3.521044 -1.866897 -0.01 0.01 -0.02
C -3.802019 -1.908583 -2.113413 0.04 0.05 0.00
C -5.959154 -4.123976 -1.742112 -0.03 -0.02 -0.01
H 2.364094 -1.978758 3.094527 0.01 0.00 0.01
H 4.379736 -1.810514 -3.438115 0.00 -0.01 0.01
H 5.522360 -2.008023 1.088690 0.00 0.01 -0.02
H -7.000828 3.052555 -0.132713 -0.01 0.00 0.00
C -0.958463 3.238962 0.620871 -0.01 -0.01 -0.02
H 4.323901 -0.614273 -4.743451 0.00 0.00 -0.01
Si 2.442726 0.020205 -0.251052 0.06 0.13 0.11
C 3.351482 2.087443 2.322438 0.02 0.00 0.03
H -3.434914 -2.565614 -2.902000 -0.01 0.00 -0.02
H -5.524223 -4.323415 -2.721160 0.01 -0.01 -0.02
C 4.768611 -2.337052 1.804987 0.01 -0.02 0.01
C 2.309315 -2.612773 2.207726 0.01 0.00 0.02
C 3.083836 -0.135172 -3.036257 0.07 0.05 0.06
H 5.226881 -0.268041 -3.256967 0.00 0.02 0.01
C -2.176260 -1.612223 2.053777 0.11 0.03 -0.19
H -0.677191 4.256372 0.327875 -0.01 0.00 0.03
```
Positions in Å, forces in eV/Å.

Computed properties:
HOMO energy (spin up / spin down)   -7.82 / -7.83 eV
E_tot   -3578.71329 hartree
LUMO level (spin up / spin down)   -0.64 / 0.05 eV
Expectation value of S²   3.802
Multiplicity   4

# C28H55FN3NbO7P

A molecular structure, C28H55FN3NbO7P in a non-equilibrium geometry (the ωB97M-V functional and the def2-TZVPD basis, OMol25).

Structure (XYZ):
```
96
Properties=species:S:1:pos:R:3:forces:R:3
H -2.416256 2.640243 -1.587451 -0.02 -0.21 0.10
C 1.835785 -0.649352 -1.541234 -0.70 -0.31 -0.62
C 4.984479 -1.564016 -0.693819 -0.25 0.55 0.02
C -10.416593 5.424019 -1.894396 0.02 0.00 -0.04
H -0.906892 -1.743906 0.194284 -0.01 0.01 0.03
C 2.849985 -1.275845 1.617201 -0.33 -0.28 -0.06
H 6.965642 1.135908 1.499319 -0.04 0.07 -0.06
H 9.378837 -2.576949 -0.834063 -0.01 0.15 -0.04
H 6.776663 -0.169839 -3.374109 0.16 -0.14 -0.09
H 7.752624 -3.184869 -0.489250 -0.10 0.17 -0.06
C 8.959358 -2.922381 1.259827 -0.22 0.45 -0.03
H 8.159465 -2.654048 1.953103 0.00 -0.13 0.01
H -10.203451 2.781567 -1.341697 0.01 -0.02 0.02
H -4.271735 -4.993899 2.782897 -0.02 -0.01 0.05
H -3.052610 -4.972862 4.068005 0.01 0.01 0.01
H 2.863881 -3.215941 -2.049621 -0.08 0.05 -0.05
H -11.308363 2.907839 0.045033 -0.02 0.00 0.00
H 2.990609 -0.198470 1.462082 0.01 -0.01 -0.03
H -3.391247 -6.477499 3.195792 -0.03 0.00 0.04
H 1.201062 -3.002522 -0.027138 -0.15 0.15 0.29
H 2.383106 -0.318097 -2.428178 0.28 -0.24 0.09
H 9.428538 1.454364 -0.138584 -0.05 -0.14 -0.16
O 9.314182 -0.336767 -2.116014 -0.15 -0.02 0.14
H 8.646864 0.969385 1.996158 -0.08 -0.09 -0.02
H 5.660103 -2.425712 -0.677773 -0.08 -0.09 0.11
H -13.208778 4.115667 -1.193318 -0.04 0.02 0.00
C -2.385034 -5.493725 0.764037 0.04 0.06 0.03
C -4.358995 5.184637 -1.493561 0.05 -0.06 0.05
H 2.858347 -1.227155 4.365665 -0.05 0.03 0.05
H -7.376601 3.850744 -1.444994 -0.02 0.07 -0.02
H 0.768661 -1.077407 2.180296 -0.11 -0.36 -0.10
H -1.183398 -4.000218 3.541521 -0.01 -0.03 0.00
C 5.232224 -0.755066 -1.979845 0.35 -0.18 0.11
C -1.083365 0.971717 -1.830977 -0.05 -0.15 0.23
H 8.360599 2.831563 -0.280494 -0.10 -0.05 -0.11
H 6.884403 -1.859383 -2.881529 0.17 -0.02 0.09
H 4.578154 -1.092919 -2.787886 0.01 0.08 -0.04
H -3.480539 1.689671 0.447691 0.01 0.04 0.00
H -3.966273 6.172123 -1.195568 -0.01 0.01 -0.01
H 7.916870 2.567962 1.947694 -0.09 -0.04 0.02
H 5.028522 0.304595 -1.805944 -0.21 -0.06 -0.01
H 2.901617 -4.910392 0.761585 0.12 -0.09 0.13
H 1.554514 -2.582778 2.772954 -0.27 -0.01 -0.23
O 7.523992 1.101678 -0.926293 0.05 -0.30 0.14
H -1.527932 -6.111432 0.494621 0.00 0.00 -0.03
C 3.707480 -4.289809 0.366995 -0.50 0.19 -0.85
C -12.565482 4.922585 -0.836860 0.09 -0.09 0.02
H 1.783968 0.167485 -0.814439 0.10 0.00 0.00
H -6.164235 3.584283 -2.712534 -0.02 -0.05 0.00
H -2.401654 -4.639630 0.086403 0.01 -0.01 -0.02
H -5.858029 2.982369 -1.082200 0.00 -0.03 -0.05
C 8.394848 1.776841 -0.007140 -0.03 0.42 0.32
H 9.850307 -2.369170 1.560159 0.07 -0.14 0.03
C -6.313002 3.793300 -1.653284 0.17 -0.01 0.06
C -2.103386 1.678150 -1.198711 0.25 -0.17 -0.07
H -3.301216 -6.069609 0.648603 -0.01 0.00 0.02
Nb 2.850837 -2.347130 -0.410460 1.39 0.23 0.40
H -10.957541 6.303412 -2.281715 -0.01 0.00 0.00
H 5.225356 -0.921997 0.161368 0.23 -0.20 0.07
H -12.852791 5.844394 -1.338687 0.00 0.01 -0.01
H 4.430549 -4.015006 1.141395 -0.08 0.05 0.10
C -1.190019 -4.307439 2.478302 -0.02 0.07 -0.01
C 6.679624 -0.849798 -2.520333 -0.73 0.30 0.08
C -10.568416 3.436610 -0.550310 0.04 0.06 -0.06
C 0.464167 -1.017756 -1.992190 0.12 0.08 0.15
N -5.684050 5.058053 -1.301548 -0.10 0.07 0.03
H -12.722497 5.045422 0.236634 -0.04 0.02 0.00
H -5.870982 6.992982 -0.544108 0.05 -0.03 0.00
O 8.043688 -1.171773 -0.076220 -0.13 0.06 -0.15
H -6.971793 5.800270 0.170111 -0.04 0.08 0.01
H 9.129101 -3.996327 1.318184 0.12 0.00 -0.02
N -2.274644 -5.046880 2.143092 -0.08 -0.05 0.04
H -2.718620 -0.491851 1.350121 -0.08 0.05 0.00
H 1.101818 -1.098892 4.649069 -0.05 0.10 -0.03
O -9.247788 5.208331 -2.153554 -0.08 0.04 -0.01
C 1.909356 -0.878551 3.942912 0.30 -0.17 -0.09
C -2.690093 1.143854 -0.055432 -0.12 0.07 0.00
H -9.720887 3.705502 0.080945 0.00 -0.02 0.01
C 1.687787 -1.515757 2.580127 0.33 0.72 0.45
H 3.778058 -1.631491 2.095394 0.05 -0.01 -0.09
N -11.176376 4.629039 -1.118587 -0.08 -0.01 0.05
O 0.205539 -1.859979 -2.828726 -0.06 0.20 -0.22
H -0.598301 1.368644 -2.715141 -0.03 0.07 0.00
H -7.271595 6.408218 -1.468779 -0.05 0.04 0.05
C -2.275547 -0.082133 0.449713 0.24 -0.11 -0.15
O -0.318137 -4.001023 1.698770 -0.10 -0.12 0.19
F 2.013042 0.519904 3.848383 -0.13 -0.08 0.04
C -0.663097 -0.257217 -1.328790 -0.08 -0.25 0.26
H 4.224361 -4.829511 -0.428904 0.02 -0.10 0.10
O -3.647184 4.306115 -1.941193 -0.09 0.24 -0.08
C 7.948598 1.599730 1.445555 0.23 0.01 0.03
P 7.997187 -0.330930 -1.439054 0.74 0.04 -0.51
C 8.539368 -2.509698 -0.139750 0.13 -0.55 0.30
C -1.260234 -0.791141 -0.186267 -0.05 0.23 -0.13
C -3.302528 -5.392330 3.094707 0.04 -0.01 -0.15
C -6.495967 6.127126 -0.758057 0.04 -0.14 -0.08
```
Positions in Å, forces in eV/Å.

Computed properties:
HOMO energy   -4.35 eV
E_tot   -2288.93460 hartree
LUMO level   1.44 eV
Net charge   -1
Multiplicity   1